Here is a gas-phase ion, C4H12N6O (charge +2) at a distorted geometry from the OMol25 dataset. Energies are from the ωB97M-V functional and the def2-TZVPD basis.

Last column: Mulliken charge in e.
Positions of all 23 atoms, in Å:
N (1.492, 1.261, -0.409)  -0.45
C (0.433, 0.385, -0.610)  0.74
C (0.729, -0.923, -0.871)  -1.28
N (2.198, -1.021, -1.262)  -0.25
N (-0.822, 0.784, -0.328)  0.22
C (-1.239, 2.217, 0.070)  -0.54
O (-2.658, 2.291, 0.289)  -0.51
N (-1.730, -0.209, -0.010)  -0.36
N (-1.393, -1.059, 0.944)  -0.06
C (-0.535, -1.801, 1.335)  0.54
N (0.067, -2.729, 2.032)  -0.35
H (1.342, 2.169, -0.075)  0.20
H (2.288, 1.412, -0.984)  0.25
H (0.013, -1.541, -1.262)  0.72
H (2.228, -0.474, -2.117)  0.38
H (2.437, -1.999, -1.315)  0.33
H (2.727, -0.743, -0.497)  0.33
H (-0.986, 2.964, -0.577)  0.48
H (-0.898, 2.529, 1.135)  0.32
H (-3.102, 2.702, -0.421)  0.34
H (-2.668, 0.057, 0.205)  0.34
H (0.143, -3.685, 1.687)  0.30
H (-0.067, -2.586, 3.042)  0.32

Summary:
**DFT total energy**: -15309.3173 eV
**Maximum force**: 5.219 eV/Å
**Net charge**: +2
**Structure (SMILES)**: N/C(=C\[NH3+])N(CO)NN=C=[NH2+]
**2S+1**: 1
**HOMO energy**: -16.68 eV
**ΔE to the lowest compared entry with this formula, charge and spin**: 3.339 eV
**LUMO**: -7.14 eV

***

Here is C4H8O2 in the gas phase at a distorted geometry from the OMol25 dataset. Energies are from the ωB97M-V functional and the def2-TZVPD basis.

Last column: Mulliken charge in e.
Positions of all 14 atoms, in Å:
C (1.734, -0.395, 0.851)  -1.36
C (0.499, 0.384, 0.411)  0.51
O (1.043, 1.426, -0.392)  -0.53
C (-0.584, -0.415, -0.460)  -0.24
C (-2.169, -0.345, -0.634)  -0.35
O (-1.278, 0.601, -1.128)  -0.39
H (2.313, -0.761, -0.006)  0.34
H (2.396, 0.275, 1.415)  0.33
H (1.463, -1.233, 1.495)  0.37
H (0.023, 0.826, 1.293)  0.22
H (0.331, 1.939, -0.797)  0.31
H (-0.198, -1.344, -0.883)  0.31
H (-2.693, -0.399, 0.298)  0.21
H (-2.881, -0.559, -1.462)  0.25

Summary:
**DFT total energy**: -8369.4266 eV
**Maximum force**: 1.789 eV/Å
**Structure (SMILES)**: C[C@@H](O)[C@H]1CO1
**2S+1**: 1
**HOMO energy**: -9.83 eV
**ΔE to the lowest compared entry with this formula, charge and spin**: 3.855 eV
**LUMO**: 1.06 eV